The following is a quantum chemistry calculation of C24H24InN7 as an isolated structure, from the OMol25 dataset.

Values from the calculation:
- ΔE to the lowest compared entry with this formula, charge and spin (eV) = 0.000
- E (hartree) = -1501.833497
- orbital gap (eV) = 5.56
- HOMO level (Ha) = -0.513
- charge = +2

XYZ file:
```
56
Properties=species:S:1:pos:R:3:forces:R:3
In -1.523 0.819 -1.780 -0.043 0.016 0.042
C 4.086 -2.707 -1.255 0.021 0.021 0.016
C 2.877 -2.028 -0.693 -0.020 -0.037 -0.008
C 1.842 -2.752 -0.105 0.068 0.038 -0.045
C 0.749 -2.106 0.433 -0.119 0.071 0.023
C 0.635 -0.705 0.394 0.323 -0.039 -0.106
N -0.432 -0.015 0.926 -0.465 0.030 0.044
C -0.985 -0.356 2.045 0.210 0.065 -0.044
C -0.385 -1.316 2.966 0.038 -0.051 0.130
C -1.071 -1.846 3.993 0.056 0.033 -0.087
C -2.433 -1.466 4.202 -0.036 0.020 0.010
C -3.218 -2.084 5.304 0.002 -0.032 -0.028
C -2.996 -0.454 3.444 -0.038 -0.033 0.008
C -2.295 0.212 2.442 -0.087 0.074 0.021
N -2.852 1.312 1.863 -0.028 -0.033 0.010
C -4.135 1.811 2.090 -0.072 0.056 -0.021
C -4.209 3.012 1.485 -0.029 -0.080 0.036
C -2.921 3.206 0.902 0.086 -0.029 -0.032
N -2.118 2.203 1.117 0.174 -0.005 -0.006
C 1.637 0.017 -0.301 0.007 -0.062 0.036
C 2.745 -0.640 -0.791 -0.010 -0.040 -0.001
N 1.580 1.424 -0.433 0.002 0.033 -0.056
C 2.578 2.309 -0.188 0.003 0.024 0.091
C 2.116 3.553 -0.526 -0.042 -0.030 0.014
C 0.809 3.328 -0.985 -0.042 0.066 0.015
N 0.492 2.045 -0.933 -0.010 -0.088 -0.050
H 3.976 -3.789 -1.257 -0.003 -0.006 -0.001
H 4.282 -2.371 -2.273 -0.002 -0.001 -0.009
H 4.967 -2.457 -0.659 0.002 -0.012 -0.005
H 1.890 -3.833 -0.084 -0.006 -0.014 0.019
H -0.073 -2.681 0.840 0.011 -0.014 0.012
H 0.660 -1.554 2.826 -0.003 0.017 -0.027
H -0.600 -2.537 4.678 -0.015 -0.008 0.014
H -2.708 -2.939 5.740 0.001 -0.001 0.000
H -3.390 -1.346 6.092 0.008 0.008 0.009
H -4.201 -2.394 4.943 -0.006 0.012 0.011
H -3.993 -0.137 3.709 0.003 0.027 0.001
H -4.883 1.278 2.645 0.007 -0.055 -0.016
H -5.056 3.674 1.456 -0.007 0.007 -0.011
H -2.573 4.056 0.334 0.009 0.005 0.020
H 3.512 -0.066 -1.297 0.002 0.010 0.003
H 3.514 1.988 0.237 0.012 -0.010 -0.007
H 2.633 4.491 -0.435 0.015 0.006 -0.011
H 0.090 4.050 -1.340 0.000 -0.010 -0.042
C 0.691 1.834 -4.631 0.039 0.024 0.035
C 0.815 0.410 -4.221 0.033 -0.036 -0.007
N 0.166 -0.201 -3.243 0.052 0.106 -0.119
C 0.530 -1.534 -3.302 -0.059 -0.011 0.066
C 1.419 -1.718 -4.307 -0.019 -0.022 -0.026
N 1.593 -0.477 -4.874 -0.022 -0.025 0.001
H 0.193 2.407 -3.853 -0.027 0.037 0.051
H 0.109 1.924 -5.549 0.001 -0.010 0.005
H 1.668 2.285 -4.803 0.000 -0.006 -0.004
H 0.113 -2.268 -2.634 0.024 -0.004 0.026
H 1.913 -2.597 -4.680 0.012 -0.013 0.003
H 2.169 -0.270 -5.674 -0.013 0.008 -0.004
```
Forces are in eV/Å.